(1)
C53H40BrClN9O7PSTi | wB97M-V/def2-TZVPD

Results
* calculated total energy: -7686.601729 hartree
* 2S+1: 2
* total charge: -1
* maximum force: 2.751 eV/Å
* ΔE to the lowest compared entry with this formula, charge and spin: 32.0 kcal/mol
* M: 1141.22 u

Atoms and positions in Å:
Ti -0.17 -0.08 -0.49
N -0.94 -4.66 -0.97
C -0.19 -3.60 -1.43
S -0.30 -3.24 -3.09
N 0.54 -3.06 -0.47
N 0.98 -1.78 -0.37
C 2.24 -1.67 0.06
C 3.18 -2.82 0.22
C 4.47 -2.71 -0.29
C 5.40 -3.74 -0.14
C 5.04 -4.90 0.52
C 3.75 -5.03 1.02
C 2.83 -4.01 0.87
C 2.63 -0.35 0.47
C 3.86 -0.02 1.09
C 4.12 1.28 1.44
C 3.16 2.26 1.20
C 1.96 1.87 0.67
N 1.69 0.61 0.32
H -1.15 -5.36 -1.66
H -0.71 -4.99 -0.04
H 4.75 -1.82 -0.85
H 6.39 -3.63 -0.55
H 5.76 -5.70 0.65
H 3.46 -5.95 1.53
H 1.82 -4.13 1.24
H 4.57 -0.81 1.30
H 5.07 1.54 1.91
H 3.34 3.30 1.45
H 1.17 2.58 0.52
O -6.20 -1.64 -0.84
C -6.02 -1.38 -2.12
O -6.95 -1.40 -2.89
C -4.64 -1.03 -2.59
C -4.37 -0.67 -3.88
Cl -5.47 -0.47 -5.17
N -3.05 -0.37 -3.97
N -2.44 -0.53 -2.79
C -3.35 -0.94 -1.95
C -2.88 -1.25 -0.55
O -3.71 -1.46 0.33
O -1.62 -1.27 -0.34
C -2.23 0.04 -5.09
C -2.51 -0.34 -6.39
C -1.64 0.05 -7.41
C -0.50 0.78 -7.13
C -0.23 1.16 -5.81
C -1.10 0.79 -4.80
H -5.34 -1.56 -0.31
H -3.37 -0.94 -6.63
H -1.85 -0.25 -8.43
H 0.18 1.06 -7.92
H 0.66 1.72 -5.57
H -0.91 1.06 -3.77
N -0.78 0.68 1.19
P -0.74 0.72 2.72
C -2.41 0.55 3.48
C -2.78 -0.52 4.28
C -4.10 -0.71 4.66
C -5.08 0.17 4.22
C -4.73 1.24 3.41
C -3.41 1.42 3.04
C -0.03 2.32 3.31
C -0.59 3.46 2.72
C -0.04 4.72 2.91
C 1.10 4.87 3.70
C 1.67 3.74 4.28
C 1.12 2.48 4.08
C 0.20 -0.51 3.70
C 0.82 -1.57 3.06
C 1.61 -2.47 3.78
C 1.76 -2.31 5.15
C 1.09 -1.29 5.81
C 0.32 -0.39 5.09
H -2.04 -1.24 4.62
H -4.38 -1.55 5.28
H -6.12 0.02 4.49
H -5.49 1.92 3.04
H -3.13 2.25 2.40
H -1.46 3.35 2.08
H -0.49 5.59 2.44
H 1.54 5.84 3.85
H 2.56 3.84 4.89
H 1.61 1.63 4.52
H 0.66 -1.70 2.00
H 2.12 -3.28 3.27
H 2.38 -3.00 5.71
H 1.18 -1.18 6.89
H -0.21 0.41 5.61
O -1.46 1.50 -1.31
N -1.89 2.59 -0.79
C -3.08 2.63 -0.18
C -3.58 3.82 0.30
C -2.85 4.99 0.17
C -1.61 4.91 -0.44
C -1.14 3.70 -0.91
H -3.59 1.68 -0.10
H -4.54 3.82 0.80
H -3.24 5.93 0.53
H -0.98 5.79 -0.56
H -0.18 3.55 -1.39
Br 3.94 -3.75 -3.90
C 3.98 -1.88 -3.66
C 5.16 -1.19 -3.89
N 5.26 0.13 -3.72
C 4.18 0.79 -3.29
C 2.96 0.17 -3.03
C 2.85 -1.20 -3.23
C 1.85 0.99 -2.42
O 2.02 2.19 -2.27
O 0.78 0.35 -2.05
H 6.05 -1.71 -4.22
H 4.28 1.85 -3.14
H 1.91 -1.71 -3.06


(2)
C53H42N4O11P | wB97M-V/def2-TZVPD

Results
* calculated total energy: -3433.023098 hartree
* total charge: -1
* maximum force: 1.142 eV/Å
* M: 941.91 u

Atoms and positions in Å:
C 1.82 -0.32 -2.06
C 0.76 -1.37 -1.72
O -0.41 -0.75 -1.23
C -0.74 -1.09 0.11
C -1.43 0.07 0.77
O -0.54 1.16 0.63
C -0.89 2.45 1.06
C -2.06 2.46 1.96
N -3.04 2.56 2.54
P -1.29 3.56 -0.45
N -1.94 2.42 -1.54
O -2.60 4.46 0.05
C 0.38 3.00 1.79
C 1.52 2.83 0.88
N 2.40 2.72 0.15
C 0.21 4.46 2.27
C 1.26 5.49 1.90
N 1.17 5.93 0.51
C 0.63 2.04 3.07
O -0.09 2.33 4.03
O 1.48 1.16 2.90
H 1.83 -0.08 -3.12
H 2.82 -0.66 -1.78
H 1.62 0.60 -1.50
H 0.50 -1.93 -2.63
H 1.16 -2.09 -1.00
H -1.39 -1.97 0.09
H 0.17 -1.29 0.68
H -2.42 0.26 0.34
H -1.53 -0.15 1.84
H -2.48 2.94 -2.23
H -2.56 1.71 -1.15
H -3.42 4.04 -0.23
H -0.77 4.85 1.96
H 0.16 4.40 3.36
H 1.11 6.33 2.60
H 2.26 5.10 2.08
H 0.25 6.31 0.31
H 1.87 6.63 0.29
C 3.09 -6.23 5.46
C 2.41 -6.33 4.25
C 2.41 -5.27 3.36
C 3.09 -4.10 3.68
C 3.76 -4.00 4.90
C 3.76 -5.07 5.78
C 4.47 -2.73 5.28
O 5.06 -2.66 6.34
C 4.41 -1.59 4.33
C 4.97 -0.37 4.70
C 4.88 0.71 3.84
C 4.25 0.58 2.61
C 3.71 -0.63 2.23
C 3.78 -1.72 3.09
C 3.12 -2.99 2.69
O 2.62 -3.11 1.59
H 3.09 -7.07 6.15
H 1.87 -7.24 4.00
H 1.88 -5.33 2.42
H 4.29 -4.97 6.72
H 5.44 -0.28 5.66
H 5.29 1.66 4.14
H 4.16 1.44 1.95
H 3.20 -0.74 1.28
C -8.07 7.00 -4.76
C -8.33 8.37 -4.78
C -7.40 9.26 -4.29
C -6.20 8.79 -3.77
C -5.94 7.42 -3.73
C -6.88 6.53 -4.23
C -4.68 6.89 -3.14
O -4.46 5.69 -3.12
C -3.71 7.87 -2.58
C -2.55 7.40 -1.99
C -1.63 8.29 -1.47
C -1.86 9.66 -1.55
C -3.02 10.14 -2.14
C -3.95 9.25 -2.65
C -5.20 9.78 -3.26
O -5.41 10.97 -3.34
H -8.80 6.30 -5.14
H -9.27 8.73 -5.19
H -7.58 10.33 -4.31
H -6.67 5.47 -4.20
H -2.37 6.33 -1.93
H -0.73 7.92 -1.00
H -1.13 10.35 -1.14
H -3.21 11.20 -2.20
C -0.48 -11.47 -3.47
C -1.22 -10.34 -3.77
C -0.84 -9.10 -3.29
C 0.29 -8.99 -2.48
C 1.03 -10.13 -2.16
C 0.64 -11.37 -2.66
C 2.22 -10.05 -1.26
O 2.86 -11.04 -0.99
C 2.58 -8.71 -0.72
C 3.66 -8.61 0.15
C 4.02 -7.38 0.67
C 3.32 -6.24 0.31
C 2.24 -6.33 -0.55
C 1.86 -7.56 -1.07
C 0.69 -7.64 -1.98
O 0.07 -6.65 -2.30
H -0.77 -12.44 -3.85
H -2.10 -10.42 -4.40
H -1.40 -8.21 -3.52
H 1.23 -12.24 -2.41
H 4.21 -9.51 0.42
H 4.86 -7.30 1.35
H 3.60 -5.27 0.71
H 1.68 -5.44 -0.83


(3)
C53H43ClLuN7P | wB97M-V/def2-TZVPD

Results
* calculated total energy: -4465.197515 hartree
* total charge: +3
* maximum force: 0.951 eV/Å
* ΔE to the lowest compared entry with this formula, charge and spin: 0.0 kcal/mol
* M: 1019.37 u

Atoms and positions in Å:
Lu 0.02 0.23 1.00
C -1.43 -2.27 -4.01
N -1.32 -2.03 -2.57
C -0.70 -0.99 -1.97
N -0.78 -1.16 -0.65
C -1.40 -2.34 -0.41
C -1.77 -2.90 -1.59
C -2.44 -4.18 -1.89
C -3.61 -4.20 -2.64
C -4.24 -5.41 -2.90
C -3.70 -6.59 -2.39
C -2.54 -6.56 -1.63
C -1.91 -5.36 -1.38
C -1.36 -2.79 0.99
C -2.45 -3.30 1.68
C -2.29 -3.75 2.98
C -1.04 -3.71 3.60
C 0.06 -3.21 2.92
C -0.10 -2.73 1.62
P 0.17 0.41 -2.77
C -0.67 1.73 -1.85
N -0.90 1.76 -0.53
C -1.79 2.79 -0.31
C -2.07 3.41 -1.51
N -1.35 2.72 -2.46
C -1.31 3.05 -3.88
C -2.93 4.56 -1.81
C -2.67 5.78 -1.20
C -3.49 6.87 -1.47
C -4.57 6.73 -2.34
C -4.82 5.51 -2.94
C -4.01 4.42 -2.68
C -2.36 3.02 1.01
C -3.70 3.40 1.18
C -4.21 3.55 2.45
C -3.42 3.33 3.57
C -2.09 2.95 3.41
C -1.57 2.80 2.13
C 1.71 0.30 -1.81
N 1.81 0.17 -0.47
C 3.13 -0.12 -0.21
C 3.83 -0.14 -1.39
N 2.91 0.13 -2.38
C 3.24 0.25 -3.80
C 5.26 -0.38 -1.63
C 6.20 0.42 -1.01
C 7.55 0.19 -1.21
C 7.96 -0.85 -2.04
C 7.02 -1.65 -2.67
C 5.67 -1.42 -2.46
C 3.56 -0.47 1.15
C 3.03 0.23 2.23
C 3.39 -0.12 3.53
C 4.28 -1.16 3.74
C 4.80 -1.86 2.66
C 4.45 -1.52 1.37
H -0.70 -1.66 -4.53
H -2.43 -2.01 -4.35
H -1.24 -3.32 -4.20
H -4.05 -3.28 -3.01
H -5.15 -5.43 -3.48
H -4.19 -7.53 -2.59
H -2.13 -7.48 -1.25
H -0.99 -5.33 -0.80
H -3.42 -3.37 1.19
H -3.14 -4.16 3.51
H -0.93 -4.10 4.60
H 1.04 -3.22 3.37
H 0.78 -2.46 1.04
H -1.69 4.07 -3.99
H -1.94 2.37 -4.45
H -0.29 3.01 -4.24
H -1.83 5.89 -0.53
H -3.30 7.82 -1.00
H -5.20 7.58 -2.54
H -5.66 5.40 -3.61
H -4.22 3.46 -3.13
H -4.32 3.56 0.31
H -5.24 3.84 2.57
H -3.83 3.45 4.56
H -1.47 2.80 4.29
H -0.50 2.63 1.98
H 4.31 0.41 -3.87
H 2.71 1.11 -4.22
H 2.97 -0.66 -4.33
H 5.89 1.24 -0.37
H 8.29 0.81 -0.73
H 9.01 -1.03 -2.21
H 7.34 -2.46 -3.31
H 4.94 -2.07 -2.93
H 2.44 1.14 2.04
H 3.01 0.43 4.37
H 4.57 -1.42 4.75
H 5.50 -2.67 2.83
H 4.86 -2.06 0.53
Cl -0.85 -1.67 6.54
C -0.29 -0.35 5.59
C 0.17 0.81 6.18
C 0.58 1.85 5.36
C 0.54 1.68 3.99
N 0.11 0.54 3.41
C -0.32 -0.45 4.21
H 0.19 0.90 7.26
H 0.94 2.78 5.78
H 0.85 2.48 3.33
H -0.71 -1.35 3.73


(4)
C53H44N4OP2PdSb | wB97M-V/def2-TZVPD

Results
* calculated total energy: -3390.792318 hartree
* total charge: +1
* maximum force: 1.040 eV/Å
* ΔE to the lowest compared entry with this formula, charge and spin: 31.8 kcal/mol
* M: 1043.09 u

Atoms and positions in Å:
Pd 1.48 0.77 0.97
C -1.15 -1.96 0.59
N -0.20 -2.95 1.05
C 1.18 -2.62 1.29
P 1.85 -1.33 0.18
C 3.62 -1.68 0.07
C 4.29 -1.45 -1.13
C 5.65 -1.71 -1.21
C 6.34 -2.19 -0.11
C 5.67 -2.41 1.09
C 4.32 -2.15 1.18
C 1.15 -1.69 -1.44
C 0.44 -0.76 -2.19
C -0.10 -1.14 -3.41
C 0.06 -2.43 -3.87
C 0.77 -3.36 -3.12
C 1.31 -3.00 -1.90
C -0.67 -4.12 1.71
C -0.13 -5.36 1.38
C -0.58 -6.52 2.01
C -1.58 -6.44 2.97
C -2.12 -5.21 3.30
C -1.66 -4.05 2.68
P -2.02 -2.48 -0.99
C -2.84 -0.88 -1.39
C -4.08 -0.90 -2.03
C -4.69 0.26 -2.46
C -4.07 1.49 -2.26
C -2.83 1.53 -1.63
C -2.22 0.36 -1.21
C -3.41 -3.42 -0.23
C -4.38 -2.83 0.58
C -5.34 -3.62 1.20
C -5.34 -4.99 1.02
C -4.38 -5.58 0.21
C -3.43 -4.80 -0.42
H -0.63 -1.03 0.40
H -1.92 -1.73 1.34
H 1.80 -3.51 1.14
H 1.39 -2.27 2.32
H 3.75 -1.08 -1.99
H 6.16 -1.54 -2.15
H 7.40 -2.39 -0.19
H 6.21 -2.80 1.94
H 3.80 -2.34 2.12
H 0.30 0.25 -1.83
H -0.66 -0.41 -3.99
H -0.37 -2.72 -4.82
H 0.89 -4.37 -3.48
H 1.85 -3.73 -1.32
H 0.62 -5.43 0.60
H -0.16 -7.47 1.74
H -1.94 -7.34 3.44
H -2.90 -5.14 4.04
H -2.08 -3.10 2.96
H -4.58 -1.85 -2.20
H -5.65 0.22 -2.95
H -4.54 2.41 -2.59
H -2.33 2.48 -1.47
H -1.25 0.43 -0.74
H -4.39 -1.76 0.73
H -6.09 -3.15 1.82
H -6.09 -5.60 1.50
H -4.38 -6.66 0.06
H -2.68 -5.25 -1.05
C -0.19 -0.75 8.19
C 0.40 -1.64 7.30
C 0.47 -1.32 5.96
C -0.02 -0.10 5.50
C -0.63 0.78 6.38
C -0.70 0.45 7.73
Sb 0.07 0.31 3.41
C 2.16 0.94 3.35
C 2.59 2.20 2.89
C 3.94 2.50 2.78
C 4.89 1.56 3.16
C 4.48 0.32 3.65
C 3.14 0.01 3.72
C -0.81 2.24 3.34
C -1.88 2.42 2.47
C -2.50 3.66 2.38
C -2.04 4.73 3.14
C -0.97 4.55 4.00
C -0.35 3.31 4.11
H -0.26 -1.00 9.24
H 0.79 -2.59 7.66
H 0.91 -2.04 5.27
H -1.04 1.72 6.04
H -1.17 1.14 8.42
H 1.86 2.99 2.71
H 4.25 3.47 2.42
H 5.94 1.80 3.08
H 5.22 -0.40 3.98
H 2.84 -0.96 4.09
H -2.25 1.60 1.87
H -3.34 3.79 1.70
H -2.51 5.69 3.05
H -0.60 5.39 4.59
H 0.48 3.19 4.79
O 1.68 1.75 -0.79
N 1.41 2.75 -0.02
C 1.21 3.93 -0.47
C 0.89 4.95 0.49
N 0.65 5.78 1.25
C 1.30 4.24 -1.87
N 1.34 4.46 -3.00